DFT (the ωB97M-V functional and the def2-TZVPD basis) results for a 6-piece molecular cluster, C12H36O12 overall.

Last column: natural (NBO) charge in e.
Geometry (Å):
O -0.58 -2.50 -1.80  -0.758
C 0.22 -3.10 -2.76  -0.090
C 1.43 -2.15 -2.81  -0.079
O 2.40 -2.69 -3.72  -0.726
H -1.18 -1.87 -2.23  0.487
H 0.34 -4.06 -2.22  0.176
H -0.38 -3.22 -3.61  0.175
H 1.82 -2.10 -1.89  0.167
H 1.14 -1.09 -3.00  0.180
H 2.58 -3.56 -3.48  0.462
O -0.34 4.34 1.53  -0.729
C -1.65 4.33 2.04  -0.082
C -1.98 2.93 2.39  -0.079
O -3.06 2.86 3.20  -0.703
H -0.35 3.88 0.68  0.489
H -1.86 4.98 2.88  0.163
H -2.32 4.66 1.21  0.157
H -1.19 2.56 2.95  0.161
H -2.13 2.29 1.46  0.160
H -2.87 3.49 3.84  0.453
O 4.77 0.09 -1.39  -0.735
C 3.56 0.80 -1.40  -0.088
C 3.83 2.22 -0.96  -0.098
O 4.23 2.07 0.41  -0.737
H 4.91 -0.28 -2.24  0.476
H 3.26 0.76 -2.40  0.158
H 2.88 0.26 -0.83  0.177
H 2.91 2.73 -0.89  0.193
H 4.69 2.80 -1.35  0.185
H 5.03 1.53 0.39  0.470
O -2.20 0.02 -2.03  -0.753
C -1.34 0.55 -1.03  -0.091
C -0.24 1.42 -1.57  -0.078
O 0.30 2.28 -0.71  -0.715
H -2.72 -0.62 -1.46  0.497
H -1.96 1.05 -0.28  0.156
H -0.93 -0.25 -0.46  0.165
H -0.57 1.81 -2.51  0.186
H 0.60 0.83 -1.90  0.142
H 0.72 1.76 -0.03  0.488
O -3.67 -1.88 -0.38  -0.716
C -2.88 -1.84 0.79  -0.098
C -3.51 -2.90 1.82  -0.075
O -2.75 -2.89 2.99  -0.725
H -4.53 -1.70 0.00  0.474
H -1.84 -2.19 0.66  0.201
H -2.92 -0.85 1.29  0.166
H -3.38 -3.87 1.40  0.168
H -4.58 -2.63 1.99  0.145
H -3.28 -3.26 3.70  0.477
O 0.04 0.54 1.67  -0.747
C 1.26 -0.12 1.80  -0.096
C 1.25 -1.21 0.80  -0.111
O 2.50 -1.75 0.85  -0.698
H -0.62 0.10 2.23  0.480
H 2.13 0.55 1.76  0.207
H 1.28 -0.58 2.77  0.163
H 0.97 -0.94 -0.27  0.159
H 0.43 -1.82 0.86  0.171
H 2.29 -2.60 1.21  0.470

## Properties
Molar mass   372.4 g/mol
Charge   0
HOMO-LUMO gap   9.947 eV
E_LUMO   0.300 eV


DFT (the ωB97M-V functional and the def2-TZVPD basis) results for C12H36O12SV as an isolated structure.

Last column: Löwdin charge in e.
Geometry (Å):
O 1.13 1.67 -0.22  -0.335
V -0.15 0.98 0.42  0.937
O -1.33 1.35 -0.60  -0.314
S -1.55 -1.13 2.87  0.261
O -1.98 -0.33 3.99  -0.352
O -2.43 -2.25 2.52  -0.363
O -1.12 -0.38 1.67  -0.446
O -0.35 -1.90 3.30  -0.431
C -0.44 2.58 3.32  -0.073
O -0.54 2.68 1.89  -0.152
H -1.30 3.11 3.74  0.096
H -0.45 1.55 3.66  0.070
H 0.54 2.90 3.66  0.078
H -0.72 3.58 1.61  0.108
C -0.36 -1.29 -2.04  -0.126
O 0.20 -1.06 -0.76  -0.152
H 0.36 -1.71 -2.74  0.076
H -1.21 -1.97 -2.09  0.081
H -0.70 -0.36 -2.48  0.086
H 0.29 -1.90 -0.29  0.122
C -2.93 3.45 -3.05  -0.155
O -4.25 3.92 -2.79  -0.134
H -2.44 4.07 -3.81  0.071
H -2.36 3.55 -2.12  0.067
H -3.00 2.41 -3.37  0.076
H -4.73 4.02 -3.62  0.063
C -5.84 -2.76 -0.74  -0.078
C -4.52 -2.38 -0.12  -0.502
C -3.79 -1.20 -0.76  -0.055
O -4.83 -1.91 1.19  -0.084
H -6.50 -1.89 -0.74  0.077
H -6.39 -3.59 -0.31  0.071
H -5.61 -2.98 -1.79  0.067
H -3.88 -3.27 -0.12  0.136
H -4.36 -0.28 -0.60  0.088
H -3.82 -1.37 -1.84  0.066
H -2.75 -1.02 -0.48  0.045
H -4.06 -2.16 1.73  0.032
C 3.77 -0.79 2.49  -0.045
C 2.77 0.33 2.66  -0.455
C 3.33 1.69 2.18  -0.042
O 1.64 -0.01 1.88  -0.128
H 4.67 -0.65 3.09  0.079
H 4.16 -0.85 1.47  0.065
H 3.26 -1.72 2.74  0.089
H 2.44 0.41 3.70  0.144
H 3.52 1.72 1.10  0.069
H 4.26 1.82 2.74  0.076
H 2.69 2.54 2.38  0.065
H 1.29 -0.87 2.20  0.068
C 5.22 -0.88 -1.53  -0.063
C 4.14 -0.75 -2.63  -0.476
C 2.93 -0.03 -2.06  -0.069
O 4.74 0.00 -3.67  -0.055
H 6.14 -1.24 -2.01  0.067
H 4.99 -1.62 -0.75  0.067
H 5.53 0.05 -1.06  0.079
H 3.76 -1.71 -2.99  0.133
H 3.28 0.87 -1.55  0.075
H 2.54 -0.64 -1.23  0.070
H 2.14 0.13 -2.79  0.082
H 4.94 -0.51 -4.46  0.080

## Properties
Molar mass   455.4 g/mol
Charge   -1
HOMO-LUMO gap   6.592 eV
E_LUMO   2.219 eV